Entry w
This record from OMol25 describes a cluster of 2 separate species, C4H12NO2 in total. The level of theory is wB97M-V/def2-TZVPD.

The geometry in XYZ format:
```
19
Properties=species:S:1:pos:R:3
C -0.3112 1.8355 -0.2525
C -0.3459 0.3561 0.1600
C 0.7140 0.0501 1.2791
C 1.7815 -1.0551 0.9853
O 1.2870 -2.1893 0.4763
N -0.0103 -0.3660 -1.1018
H -1.0204 2.3957 0.3568
H -0.4710 1.9734 -1.3206
H 0.6783 2.2523 -0.0562
H -1.3458 0.0033 0.4326
H 0.1855 -0.2198 2.2033
H 1.2319 1.0033 1.4142
H 2.3674 -1.1650 1.9444
H 2.6194 -0.4853 0.4651
H 0.4248 -1.2649 -0.7925
H 0.7642 0.0974 -1.5725
H -3.2959 -0.5124 -1.3727
H -2.1625 -1.3379 -1.4813
O -3.0910 -1.3715 -1.7670
```

Summary:
Kohn-Sham gap	6.728	eV
total charge	-1


Entry x
This record from OMol25 describes a cluster of 2 separate species, C4H12NO2 in total. The level of theory is wB97M-V/def2-TZVPD.

The geometry in XYZ format:
```
19
Properties=species:S:1:pos:R:3
C -2.1934 1.4223 -1.7822
C -1.1261 0.7721 -0.9192
C 0.2547 0.8519 -1.5495
C 1.3978 0.0614 -0.7525
O 2.2269 0.9046 -0.1091
N -1.6086 -0.6072 -0.6964
H -1.8926 2.4519 -1.9832
H -3.1209 1.4989 -1.1973
H -2.3256 0.9349 -2.7543
H -1.1126 1.2342 0.0692
H 0.6847 1.8445 -1.4555
H 0.2238 0.4988 -2.5864
H 1.9602 -0.4602 -1.5565
H 0.8389 -0.5746 -0.0297
H -1.0220 -1.1200 -0.0609
H -1.6339 -1.1133 -1.5850
H 0.9292 -1.7492 5.1793
H 0.3639 -3.0436 4.5208
O 1.1072 -2.6797 5.0179
```

Summary:
Kohn-Sham gap	5.364	eV
total charge	-1


Least stable: entry x


Entry w
This record from OMol25 describes an isolated molecule of C8H10OS2. The level of theory is wB97M-V/def2-TZVPD.

The geometry in XYZ format:
```
21
Properties=species:S:1:pos:R:3
C -1.0561 -1.2532 0.7427
C -0.1281 -2.2682 -1.5394
C -1.9102 -1.1794 1.7995
C 1.8427 1.2320 -1.8847
C 0.9868 1.4176 -0.9610
C -0.8546 -0.0039 -0.2119
C 0.4235 1.1949 1.5239
C 0.4933 0.5985 0.1352
O 0.3084 -3.0681 -2.3182
S -0.1802 -2.6600 0.1495
S -0.8665 -0.6724 -1.8940
H -2.0941 -2.0043 2.5343
H -2.4017 -0.2718 1.9894
H 2.1476 1.8993 -2.8145
H 2.4019 0.3415 -1.9092
H 0.3822 2.3982 -0.9144
H -1.7615 0.6173 -0.0692
H -0.3194 2.0867 1.4337
H 0.1491 0.3487 2.2588
H 1.3381 1.5456 1.7915
H 1.0987 -0.2992 0.1578
```

Summary:
structure (SMILES)	C=C[C@@H](C)[C@H]1SC(=O)SC1=C
Kohn-Sham gap	9.784	eV


Entry x
This record from OMol25 describes an isolated molecule of C8H10OS2. The level of theory is wB97M-V/def2-TZVPD.

The geometry in XYZ format:
```
21
Properties=species:S:1:pos:R:3
C -1.3762 0.9865 -0.2699
C -1.0661 -0.8212 1.3385
C -0.0018 1.2090 -0.3156
C 0.2973 -0.8185 1.0702
C -1.9160 0.0336 0.5691
C 0.7721 0.2507 0.2696
C -3.4027 -0.1321 0.6662
C 2.7352 -0.2897 -1.8264
O 3.3644 1.4337 0.2222
S 3.2554 -1.4446 0.9650
S 2.6900 0.1610 -0.0679
H -2.2012 1.5398 -0.9156
H -1.4991 -1.5901 1.9541
H 0.4593 2.0946 -0.8653
H 0.9513 -1.5656 1.5106
H -3.6386 -1.0609 0.2181
H -3.5892 0.0258 1.6758
H -3.8806 0.7647 0.1727
H 1.6947 -0.2250 -1.9931
H 3.1113 0.6559 -2.2502
H 3.2404 -1.2076 -2.1281
```

Summary:
structure (SMILES)	Cc1ccc([S@@](C)(=O)=S)cc1
Kohn-Sham gap	9.374	eV


Least stable: entry x


Entry w
This record from OMol25 describes a cluster of 4 separate species, C4H15NO3 in total. The level of theory is wB97M-V/def2-TZVPD.

The geometry in XYZ format:
```
23
Properties=species:S:1:pos:R:3
C -1.0055 -2.1375 -1.7045
N 0.7106 -0.7058 0.1162
C -0.6023 -0.2891 -0.1051
C -1.4375 -0.9452 -0.9084
C -1.0785 0.8303 0.7985
H -1.0090 -3.0228 -1.0811
H -1.7498 -2.3573 -2.4617
H -0.0290 -2.1266 -2.1839
H 1.2789 -0.9339 -0.6892
H 1.2416 -0.2603 0.8450
H -2.4508 -0.5782 -0.9495
H -0.4318 1.6772 0.7561
H -1.3151 0.4040 1.7682
H -2.0781 1.1601 0.4780
H 1.7908 3.8675 -4.6980
H 1.0968 2.7618 -3.9002
O 0.9281 3.4716 -4.5277
H 0.7006 -2.9110 1.4736
H 0.3635 -4.3709 1.3690
O 0.9025 -3.7611 1.8878
H 1.0907 2.4706 4.8398
H 0.6129 2.3750 3.3821
O 0.7241 2.9889 4.1185
```

Summary:
structure (SMILES)	C/C=C(/C)N.O.O.O
Kohn-Sham gap	8.702	eV


Entry x
This record from OMol25 describes a structure of composition C4H15NO3. The level of theory is wB97M-V/def2-TZVPD.

The geometry in XYZ format:
```
23
Properties=species:S:1:pos:R:3
C -0.8664 1.4533 1.1539
C 0.3967 1.6378 0.2722
C 0.4292 0.7914 -1.0294
O 0.2416 -0.5972 -0.7814
C 1.4213 -1.3130 -0.4297
N 0.4726 3.0275 -0.0579
H -1.8196 1.2664 0.6592
H -0.9803 2.1654 1.9712
H -0.7769 0.4671 1.6095
H 1.3198 1.4543 0.8220
H 1.2891 0.9993 -1.6662
H -0.3730 1.1104 -1.6950
H 1.7295 -1.0995 0.5938
H 2.2455 -0.9142 -1.0211
H 1.4484 -2.3922 -0.5804
H -0.4334 3.2238 -0.4590
H 0.3790 3.3789 0.8844
O -0.9474 -1.7744 0.3178
H -0.8284 -1.0675 -0.3165
H -0.4024 -1.5223 1.0632
O -1.1117 -3.5589 -0.7452
H -0.9238 -2.8009 -0.1916
H -1.9094 -3.9355 -0.3737
```

Summary:
Kohn-Sham gap	9.862	eV


Least stable: entry x